Run i
Density functional theory data (the ωB97M-V functional and the def2-TZVPD basis) for C2H4O2 in the gas phase.

Structure (SMILES)   C=COO
E_LUMO   0.9 eV
Frontier orbital gap   9.93 eV
Molar mass   60.05 g mol⁻¹

Structure (ORCA input):
```
! wB97M-V def2-TZVPD RIJCOSX def2/J DEFGRID3
* xyz 0 1
C 0.0093 -1.1363 -0.1195
C 0.7797 -0.0587 -0.1660
O 0.3474 1.2011 0.1340
O -1.0789 1.1196 0.3039
H -0.9779 -1.0528 0.3105
H 0.3474 -2.0883 -0.5003
H 1.8379 -0.0406 -0.4172
H -1.2649 2.0560 0.4546
*
```


Run ii
Density functional theory data (the ωB97M-V functional and the def2-TZVPD basis) for 2 unconnected molecules or ions with the total composition C2H4O2.

E_LUMO   1.1 eV
Frontier orbital gap   11.51 eV
Molar mass   60.05 g mol⁻¹

Structure (ORCA input):
```
! wB97M-V def2-TZVPD RIJCOSX def2/J DEFGRID3
* xyz 0 1
C 0.2703 -0.1340 -1.0408
O 0.9580 0.6860 -0.1219
C -0.8732 0.0947 2.0984
O -0.8681 -0.8488 2.7280
H -0.5985 -0.6334 -0.5857
H 0.9707 -0.9057 -1.3716
H -0.0731 0.4246 -1.9233
H 0.3155 1.2780 0.2841
*
```


Run iii
Density functional theory data (the ωB97M-V functional and the def2-TZVPD basis) for a molecular structure, C2H4O2.

E_LUMO   0.5 eV
Frontier orbital gap   8.68 eV
Molar mass   60.05 g mol⁻¹

Structure (ORCA input):
```
! wB97M-V def2-TZVPD RIJCOSX def2/J DEFGRID3
* xyz 0 1
O -1.3442 0.2560 -0.2025
C -0.3382 -0.6542 -0.0283
C 1.2684 0.6051 -0.0164
O 0.7557 1.6383 0.2619
H -1.0183 1.1094 0.1561
H -0.2842 -1.0931 0.9831
H -0.3788 -1.4298 -0.8022
H 1.3396 -0.4318 -0.3518
*
```


Most stable pick: run ii. Distance to second place: 281.3 kJ/mol.


Run i
Density functional theory data (the ωB97M-V functional and the def2-TZVPD basis) for 2 unconnected molecules or ions with the total composition C2H4O2.

E_LUMO   1.0 eV
Frontier orbital gap   11.55 eV
Molar mass   60.05 g mol⁻¹

Structure (ORCA input):
```
! wB97M-V def2-TZVPD RIJCOSX def2/J DEFGRID3
* xyz 0 1
O 0.0849 0.9294 -0.6199
C -0.7095 0.6014 0.5016
C 0.8065 -2.0923 -0.5942
O 1.6478 -1.7141 -1.2598
H 1.0001 0.7040 -0.4212
H -0.2641 0.9469 1.4443
H -1.6710 1.1041 0.3724
H -0.8947 -0.4794 0.5768
*
```


Run ii
Density functional theory data (the ωB97M-V functional and the def2-TZVPD basis) for C2H4O2 in the gas phase.

E_LUMO   0.0 eV
Frontier orbital gap   9.10 eV
Molar mass   60.05 g mol⁻¹

Structure (ORCA input):
```
! wB97M-V def2-TZVPD RIJCOSX def2/J DEFGRID3
* xyz 0 1
C 0.3897 -0.1262 -0.3507
C -0.9846 0.1819 0.1565
O 2.5872 -0.2534 -0.0067
O 1.4033 0.1156 0.3824
H 0.6940 -0.5961 -1.3547
H -1.3540 -0.6989 0.6023
H -1.8099 0.5128 -0.4032
H -0.9259 0.8642 0.9741
*
```


Run iii
Density functional theory data (the ωB97M-V functional and the def2-TZVPD basis) for C2H4O2 in the gas phase.

Structure (SMILES)   CC1OO1
E_LUMO   1.1 eV
Frontier orbital gap   10.93 eV
Molar mass   60.05 g mol⁻¹

Structure (ORCA input):
```
! wB97M-V def2-TZVPD RIJCOSX def2/J DEFGRID3
* xyz 0 1
C 0.8925 0.0293 0.3110
C -0.6457 -0.0025 -0.4155
O -1.6997 -0.6608 0.1391
O -1.7406 0.6725 0.1306
H 1.5476 0.9797 0.2561
H 1.5129 -0.8150 -0.1428
H 0.7545 -0.1962 1.3171
H -0.6214 -0.0070 -1.5956
*
```


Most stable pick: run i. Distance to second place: 373.4 kJ/mol.